# 1
The ion C3H8NS with charge -1, computed with ωB97M-V with the def2-TZVPD basis set.

XYZ file:
```
13
Properties=species:S:1:pos:R:3:forces:R:3
S 1.76311 -2.11541 -1.42753 -0.7 0.0 -0.1
N -0.66727 0.87538 0.04146 0.8 0.7 1.0
C 0.33100 0.20551 -0.77830 -0.3 0.0 -1.7
C 0.18537 -1.32618 -0.92439 0.1 0.6 1.1
C -0.30055 0.96050 1.45724 1.0 -0.9 -0.6
H -0.13732 -1.65179 0.08010 0.3 -0.3 -0.1
H -1.14593 0.75669 2.10057 -0.3 0.7 0.3
H 1.35725 0.48903 -0.53216 -0.2 -0.1 0.7
H 0.23823 0.63971 -1.78185 0.0 -0.1 -0.2
H 0.44419 0.19627 1.76138 -0.3 -0.1 -0.4
H -0.72400 -1.48407 -1.53307 0.5 -0.2 -0.3
H -1.61008 0.57210 -0.09632 -0.2 -0.5 -0.1
H 0.26600 1.88224 1.63288 -0.7 0.3 0.4
```
Forces are in eV/Å.

Values from the calculation:
Net charge = -1
LUMO = 3.95 eV
Energy above the lowest of the compared OMol25 structures with the same formula, charge and spin = 0.917 eV
HOMO = -2.271 eV

# 2
A structure of composition C3H8NS, computed with ωB97M-V with the def2-TZVPD basis set.

XYZ file:
```
13
Properties=species:S:1:pos:R:3:forces:R:3
S -2.53009 -0.09247 -0.56375 0.4 -0.4 0.3
N -0.07367 1.60852 0.07243 -0.1 -3.0 -0.1
C 0.04078 -0.32686 0.41779 0.5 3.0 0.5
C 1.13223 -0.86300 -0.42469 0.3 -0.2 -0.3
C -1.31747 -0.81981 0.20905 -1.1 0.2 -0.4
H 0.82345 -1.03665 -1.45102 0.0 0.0 -0.1
H 0.31230 -0.23441 1.47402 -0.1 0.0 -0.2
H -0.26392 2.10813 0.93443 0.1 0.1 0.0
H -1.45231 -1.80345 0.66188 0.0 -0.1 -0.1
H -0.88917 1.60800 -0.55514 0.1 0.2 0.2
H 1.42503 -1.82300 0.01722 -0.1 0.0 -0.1
H 2.02216 -0.24016 -0.39202 0.0 0.0 0.0
H 0.77067 1.91517 -0.40019 0.0 0.1 0.1
```
Forces are in eV/Å.

Values from the calculation:
Net charge = +1
LUMO = -5.10 eV
Energy above the lowest of the compared OMol25 structures with the same formula, charge and spin = 0.878 eV
HOMO = -13.795 eV

# 3
A cluster of 2 separate species, C3H8O in total, computed with ωB97M-V with the def2-TZVPD basis set.

XYZ file:
```
12
Properties=species:S:1:pos:R:3:forces:R:3
O 2.06356 -0.36214 -0.75326 0.3 0.1 -0.2
C -0.95408 0.37392 -1.01126 -0.1 0.1 0.2
C -0.44309 -0.51318 1.28545 0.0 0.0 0.0
C -0.41894 0.52289 0.20013 -0.2 0.1 -0.1
H 2.30781 0.56664 -0.66734 0.1 -0.1 0.0
H 0.49113 -0.51356 1.85375 -0.1 0.0 -0.1
H -0.59419 -1.51672 0.87710 0.0 0.1 0.0
H 0.09249 1.45657 0.44100 -0.2 -0.1 0.0
H -1.46078 -0.54774 -1.29172 0.1 0.1 0.0
H -1.26111 -0.30608 1.98494 0.1 0.0 0.0
H -0.91192 1.16362 -1.75640 0.0 -0.1 0.1
H 1.15939 -0.31340 -1.09342 0.2 -0.1 0.1
```
Forces are in eV/Å.

Values from the calculation:
LUMO = 1.04 eV
Energy above the lowest of the compared OMol25 structures with the same formula, charge and spin = 0.753 eV
HOMO = -9.896 eV

# 4
An isolated molecule of C3H8O, computed with ωB97M-V with the def2-TZVPD basis set.

XYZ file:
```
12
Properties=species:S:1:pos:R:3:forces:R:3
O -1.34420 -1.02962 -1.47914 -0.1 0.1 -0.2
C -0.28116 0.47867 0.15408 -0.1 0.0 0.0
C 0.80479 0.46428 1.23320 0.1 0.0 0.0
C -0.14106 -0.69708 -0.81378 0.3 0.0 0.2
H 1.76423 0.83276 0.85435 -0.1 -0.1 0.0
H -1.57320 -0.30987 -2.07603 0.0 0.0 0.0
H 0.12881 -1.59540 -0.24843 0.0 0.1 -0.1
H -1.27687 0.40945 0.60759 0.2 0.0 0.0
H 0.52754 1.08185 2.09288 0.1 0.0 -0.2
H 0.67476 -0.50917 -1.53025 -0.1 -0.1 0.1
H -0.25076 1.43040 -0.39547 -0.1 -0.2 0.1
H 0.96711 -0.55627 1.60100 -0.1 0.2 0.0
```
Forces are in eV/Å.

Values from the calculation:
LUMO = 1.09 eV
Energy above the lowest of the compared OMol25 structures with the same formula, charge and spin = 0.229 eV
HOMO = -10.264 eV

# 5
A cluster of 2 separate species, C3H8O2 in total, computed with ωB97M-V with the def2-TZVPD basis set.

XYZ file:
```
13
Properties=species:S:1:pos:R:3:forces:R:3
O 1.41178 2.82806 1.40563 0.5 1.0 -0.2
O -1.36420 -0.37209 0.40447 0.1 0.3 -0.2
C 0.39693 -1.20619 -1.05594 0.3 0.0 0.3
C 0.82479 1.76165 1.73771 -0.4 -0.8 -0.1
C -0.74687 -0.22599 -0.87604 -0.5 -0.8 -0.2
H 0.19063 1.20911 1.02955 0.1 0.1 0.3
H -1.51457 -0.48633 -1.61717 0.1 0.4 -0.3
H 1.22073 -0.94788 -0.38798 0.0 0.0 0.1
H -0.43507 0.80639 -0.98771 0.0 0.1 0.1
H 0.85640 1.36804 2.76747 0.0 0.0 0.1
H 0.79610 -1.25192 -2.07182 -0.2 0.2 -0.1
H -1.66584 -1.27805 0.44868 -0.1 -0.3 0.1
H 0.02919 -2.20479 -0.79685 0.1 -0.1 0.0
```
Forces are in eV/Å.

Values from the calculation:
Expectation value of S² = 0.7528
Net charge = -1
Multiplicity = 2
LUMO (spin up / spin down) = 3.80 / 3.64 eV
Energy above the lowest of the compared OMol25 structures with the same formula, charge and spin = 0.798 eV
HOMO (spin up / spin down) = 0.999 / -2.808 eV

# 6
A cluster of 2 separate species, C3H8O2 in total, computed with ωB97M-V with the def2-TZVPD basis set.

XYZ file:
```
13
Properties=species:S:1:pos:R:3:forces:R:3
O -1.91411 -1.87192 -0.00148 0.2 -0.1 -0.1
O 0.98643 0.22452 -0.26540 -0.2 0.3 -0.3
C -1.95055 -1.48538 1.36175 0.4 0.5 0.0
C 1.15098 1.58826 -0.46538 -0.2 -0.9 0.5
C 2.28958 2.04134 -0.93580 0.5 0.0 -0.5
H -2.13667 -0.41025 1.36754 -0.1 -0.1 0.1
H -1.00124 -1.65178 1.88219 0.0 -0.1 -0.1
H 0.31733 2.15942 -0.09114 -0.1 0.5 -0.2
H 0.06441 -0.00995 -0.44514 0.2 -0.1 0.2
H 3.03897 1.33254 -1.23872 0.1 -0.3 0.0
H -1.69006 -2.80647 -0.04648 0.0 0.1 -0.1
H -2.74226 -1.97844 1.90332 -0.4 -0.2 0.2
H 2.56437 3.05942 -1.12881 -0.4 0.4 0.3
```
Forces are in eV/Å.

Values from the calculation:
LUMO = 0.81 eV
Energy above the lowest of the compared OMol25 structures with the same formula, charge and spin = 1.853 eV
HOMO = -9.178 eV

# 7
A structure of composition C3H8O2, computed with ωB97M-V with the def2-TZVPD basis set.

XYZ file:
```
13
Properties=species:S:1:pos:R:3:forces:R:3
O -0.60067 -1.59968 0.83575 -0.1 0.1 -0.2
O 1.42202 -0.55638 -0.56037 0.2 -0.1 0.1
C -0.61659 0.66684 -0.47180 0.0 0.0 -0.1
C 0.88471 0.73434 -0.22183 -0.1 0.3 0.1
C -1.50117 -0.03262 0.53305 0.2 0.4 0.1
H 1.08371 0.96449 0.83431 0.0 0.0 -0.1
H 1.36364 1.50113 -0.84688 -0.1 -0.1 0.1
H -1.28384 0.37576 1.53110 0.0 0.0 -0.1
H 0.14060 -1.58072 0.18710 -0.1 0.0 0.1
H -0.75974 0.27831 -1.49186 0.0 0.1 0.2
H -1.02676 1.68821 -0.48060 0.0 -0.1 0.0
H 2.32702 -0.61146 -0.22944 -0.1 0.0 -0.1
H -1.43293 -1.82822 0.38148 0.2 -0.4 0.0
```
Forces are in eV/Å.

Values from the calculation:
LUMO = 0.63 eV
Energy above the lowest of the compared OMol25 structures with the same formula, charge and spin = 4.298 eV
HOMO = -7.647 eV

# 8
A cluster of 2 separate species, C3H8O2 in total, computed with ωB97M-V with the def2-TZVPD basis set.

XYZ file:
```
13
Properties=species:S:1:pos:R:3:forces:R:3
O 2.55500 -0.46404 -0.68051 0.2 0.2 -0.1
O -0.01550 -0.88403 -1.59682 0.0 -0.1 0.4
C -0.09642 0.27121 0.51602 0.0 0.0 -0.1
C -1.58921 0.65746 0.66582 -0.2 0.1 0.1
C -0.16136 -0.91711 -0.39400 -0.1 0.0 -0.3
H 0.49843 1.06927 0.06403 -0.2 -0.2 0.0
H -1.76058 1.67347 0.30911 0.0 -0.1 0.1
H -2.22618 0.00694 0.05221 0.1 0.1 0.1
H 1.87320 -0.50790 -1.36715 0.2 0.0 0.0
H 0.37149 0.00039 1.46985 -0.2 0.0 -0.2
H -1.94040 0.56563 1.69393 0.0 0.1 -0.1
H -0.50207 -1.84703 0.10494 0.1 0.0 -0.1
H 2.88630 0.43861 -0.73838 0.1 -0.1 0.0
```
Forces are in eV/Å.

Values from the calculation:
LUMO = 0.92 eV
Energy above the lowest of the compared OMol25 structures with the same formula, charge and spin = 0.937 eV
HOMO = -10.052 eV

# 9
A cluster of 2 separate species, C3H8O2 in total, computed with ωB97M-V with the def2-TZVPD basis set.

XYZ file:
```
13
Properties=species:S:1:pos:R:3:forces:R:3
O -2.33694 2.62773 -0.78336 0.0 0.0 0.2
O 1.11375 0.29743 -0.37229 0.1 -0.4 -0.3
C 0.79545 -0.88831 0.23646 -0.6 0.4 0.0
C 1.49708 -2.00211 0.09827 0.1 0.0 0.0
C -0.49385 -0.77038 0.98173 0.2 0.5 -0.5
H -0.45682 0.12727 1.60089 -0.2 -0.3 0.5
H 2.20126 -2.13093 -0.71320 0.4 0.0 0.3
H -0.75290 -1.70463 1.46381 0.1 0.1 0.5
H 1.33166 -2.76652 0.83433 -0.2 -0.6 -0.3
H -1.28138 -0.57574 0.24400 0.1 0.0 0.0
H 1.99469 0.15534 -0.74242 -0.1 0.3 -0.1
H -1.73052 1.96142 -1.12077 0.1 0.0 0.0
H -2.01399 2.83429 0.10249 0.0 -0.1 -0.2
```
Forces are in eV/Å.

Values from the calculation:
LUMO = 0.70 eV
Energy above the lowest of the compared OMol25 structures with the same formula, charge and spin = 1.187 eV
HOMO = -9.035 eV

| no. | M (g mol⁻¹) |
| --- | --- |
| 1 | 90.2 |
| 2 | 90.2 |
| 3 | 60.1 |
| 4 | 60.1 |
| 5 | 76.1 |
| 6 | 76.1 |
| 7 | 76.1 |
| 8 | 76.1 |
| 9 | 76.1 |